88
Properties=species:S:1:pos:R:3:forces:R:3 method="wB97M-V/def2-TZVPD" orbital_gap_ev="9.67 / 4.83" total_energy_ha=-1713.00255 spin_multiplicity=2 total_charge=+2 e_homo_ev="-14.2 / -14.2"
Pb -1.045423 1.135236 0.133405 0.5 0.0 -0.9
O -1.159825 1.890173 -2.130904 -0.1 -0.5 0.1
H -1.154050 2.483207 -2.907307 0.0 0.2 0.9
C -3.455634 -0.716105 3.796658 0.4 -0.7 -1.5
C -2.806867 -0.308620 2.428201 -2.2 -3.1 0.6
C -3.857378 -0.515971 1.238608 1.2 -0.1 0.6
O -3.128518 -0.385018 0.036475 0.8 0.7 -0.5
C -3.700463 -0.977318 -1.131384 0.2 -0.5 -0.3
N -2.222768 0.973417 2.534760 -0.4 1.4 -0.6
H -2.668281 -0.703388 4.550320 -0.3 0.5 0.3
H -3.745314 -1.765217 3.736909 -0.2 0.0 0.0
H -4.352743 -0.125128 3.981121 0.2 0.1 0.5
H -1.990912 -1.013509 2.268676 -0.2 -0.2 -0.3
H -4.719700 0.146149 1.160559 0.0 0.4 0.7
H -4.265883 -1.525810 1.276752 0.1 -0.2 0.4
H -3.310104 -0.502473 -2.031526 0.0 0.4 0.2
H -4.788564 -0.913793 -1.141767 0.0 0.0 0.2
H -3.356138 -2.010612 -1.174403 -0.4 -0.2 0.1
H -1.783564 1.028589 3.442594 0.6 0.0 0.1
H -3.047392 1.539086 2.676557 0.0 1.1 -0.2
C -0.804839 -1.847474 -4.061418 -0.4 -0.4 -0.2
C -0.567379 -2.059137 -2.573599 -0.8 1.0 -0.6
C 0.467886 -3.133082 -2.249122 -1.4 0.6 0.5
O 0.017558 -4.405860 -2.724541 1.6 1.0 -0.2
C 1.086716 -5.328415 -2.463673 -0.8 -0.5 0.2
N -0.240051 -0.696701 -1.966097 -0.2 -1.4 0.3
H 0.107670 -1.607182 -4.607027 0.0 0.2 0.0
H -1.576939 -1.091569 -4.204819 0.2 0.4 -0.1
H -1.255797 -2.732827 -4.509615 0.3 -0.3 0.0
H -1.533202 -2.398090 -2.198922 0.1 0.0 0.4
H 0.481954 -3.133123 -1.159206 0.5 -0.4 0.3
H 1.446731 -2.805006 -2.598892 0.2 -0.4 -0.3
H 2.076778 -4.987387 -2.766293 -0.1 0.3 -0.2
H 0.888097 -6.270189 -2.975251 -0.2 0.2 0.0
H 1.087697 -5.504784 -1.388040 0.3 -0.2 0.2
H 0.658368 -0.424621 -2.338827 0.8 0.0 0.1
H -0.796064 0.071077 -2.314598 -0.8 -0.1 -0.7
C 0.840990 -0.881737 3.406857 -0.5 0.5 -0.2
C 1.330977 -1.016186 1.967632 0.6 -1.5 1.0
C 2.052654 -2.394835 1.844316 0.2 -0.2 -0.7
O 2.345482 -2.717343 0.451923 0.4 0.5 1.2
C 3.189870 -3.883743 0.312367 -0.5 0.0 0.4
N 0.218021 -0.972110 1.012257 0.7 0.3 0.3
H 1.584347 -0.975454 4.198524 0.2 -0.2 -0.3
H 0.041741 -1.605013 3.568615 0.1 -0.2 0.2
H 0.385476 0.098061 3.550377 0.0 0.1 0.0
H 2.057106 -0.240926 1.723061 -0.1 0.1 -0.2
H 1.472175 -3.205453 2.284823 -0.7 -0.1 -0.1
H 2.922479 -2.389762 2.501188 0.6 0.3 -0.4
H 3.423058 -4.085939 -0.733018 -0.2 0.5 0.0
H 2.644696 -4.747357 0.693236 0.1 -0.2 0.1
H 4.126844 -3.781688 0.859884 0.0 0.2 0.1
H 0.691392 -1.335309 0.197326 -0.5 0.3 -1.2
H -0.445842 -1.702171 1.227646 -0.3 -0.3 0.3
C 3.849615 1.847203 0.246161 -0.5 -0.8 0.5
C 2.846901 1.516301 -0.913275 2.2 0.6 0.6
C 2.939440 0.096495 -1.410679 0.4 -0.1 -1.4
O 2.356534 -0.088536 -2.755200 -0.1 0.5 1.2
C 3.135106 0.093395 -3.938764 1.0 -0.4 0.7
N 1.491429 1.835007 -0.594819 -1.0 0.0 0.5
H 3.816922 2.865725 0.632997 -0.2 0.3 -0.6
H 4.895647 1.596376 0.070102 -0.1 0.2 -0.7
H 3.656819 1.271502 1.151432 -0.5 -0.4 0.0
H 3.075643 2.228462 -1.706118 0.7 -0.3 -0.5
H 2.367411 -0.585183 -0.781244 0.2 0.0 0.0
H 3.993722 -0.173323 -1.349143 0.0 -0.4 -0.5
H 2.499133 0.222034 -4.814595 -0.2 0.1 0.3
H 3.747949 -0.800005 -4.058668 0.0 -0.1 -0.3
H 3.841941 0.916576 -3.834532 -0.2 0.3 -0.1
H 1.047651 1.708925 -1.493306 -0.8 0.5 -0.3
H 1.501981 2.820371 -0.373350 -0.6 0.3 0.0
C -2.511412 5.573240 0.361095 1.1 1.4 -0.6
C -1.653442 4.307309 0.366661 -0.8 0.4 1.5
C -0.792100 4.139644 1.673930 -0.4 1.0 -1.0
O -0.005749 2.977849 1.572348 0.0 0.5 -1.6
C 0.861393 2.817401 2.660233 -0.5 -1.2 0.7
N -2.618985 3.240155 0.361646 -0.6 -1.8 -0.1
H -3.184867 5.746987 1.200357 0.6 -0.3 0.6
H -3.207043 5.676519 -0.471689 0.3 -0.6 -0.5
H -1.823939 6.408316 0.226412 -0.2 0.4 0.4
H -1.084628 4.152373 -0.550158 0.5 0.5 0.1
H -1.392696 4.100818 2.582708 -0.6 -0.2 0.0
H -0.150754 5.002465 1.853744 0.2 0.2 -0.4
H 0.149495 2.692793 3.476177 0.7 0.2 0.9
H 1.594844 3.607858 2.819397 -0.3 0.2 -0.2
H 1.368623 1.864676 2.508090 0.2 0.1 0.0
H -3.315709 3.468085 1.056427 -0.1 -0.3 0.6
H -3.164001 3.310628 -0.485755 0.1 -0.3 -0.6

88
Properties=species:S:1:pos:R:3:forces:R:3 method="wB97M-V/def2-TZVPD" orbital_gap_ev=6.08 total_energy_ha=-1551.22451 spin_multiplicity=1 relative_energy_ev=2.646 total_charge=+1 e_homo_ev=-10.2
Sr -1.560627 -7.587580 19.229074 -0.7 -1.5 -1.1
O -2.619787 -8.619735 17.341110 -0.4 0.1 1.4
H -3.517199 -8.909731 17.085996 0.8 0.1 0.2
C -6.290304 -9.511697 15.526530 0.6 0.4 0.5
C -7.096436 -10.154902 14.412347 1.2 -0.5 0.3
C -6.638961 -11.608675 14.233415 0.2 0.3 -1.6
O -6.995872 -12.122182 12.903515 0.3 1.0 2.2
C -6.616436 -13.467275 12.848688 -0.7 -0.4 -1.2
N -8.494451 -10.033791 14.699047 -0.9 0.1 -0.6
H -6.511580 -8.454277 15.671436 -0.4 0.0 -0.2
H -5.216100 -9.545662 15.344730 0.1 -0.2 -0.2
H -6.443058 -9.994000 16.492012 -0.2 -0.2 0.1
H -6.850745 -9.624313 13.492446 -0.2 0.0 -0.2
H -7.072305 -12.216872 15.027402 -0.1 -0.3 0.0
H -5.552220 -11.689480 14.257083 0.2 0.1 0.4
H -7.214582 -14.072571 13.529820 -0.1 -0.2 0.1
H -5.563248 -13.690341 13.019414 0.3 0.4 0.2
H -6.841114 -13.717539 11.811873 0.0 -0.6 0.1
H -8.978170 -10.466669 13.925267 -0.4 0.2 -0.4
H -8.771997 -10.621875 15.471843 0.2 0.0 0.5
C 0.378091 -10.278481 16.563054 0.0 -0.2 0.0
C 0.193072 -9.329127 15.378814 0.3 1.0 1.4
C 1.288715 -9.578199 14.302479 -0.4 -0.4 -0.1
O 2.608069 -9.253469 14.689710 0.1 0.6 1.0
C 3.603983 -9.298439 13.665961 -0.7 0.5 0.6
N -1.183372 -9.228203 14.914708 0.1 -2.0 -0.1
H -0.278210 -10.124555 17.419598 -0.9 0.1 -0.4
H 1.319981 -10.075960 17.072895 0.6 -0.4 -0.7
H 0.286602 -11.304779 16.207476 0.2 -0.2 0.4
H 0.372529 -8.374501 15.873368 1.0 0.9 -0.2
H 0.949289 -9.012687 13.434671 0.3 0.0 -0.4
H 1.368873 -10.638342 14.062154 -0.8 -0.3 -0.3
H 3.235984 -8.641420 12.877924 0.4 -0.2 -0.5
H 3.863814 -10.299609 13.322099 -0.5 -0.2 -0.2
H 4.519899 -8.899531 14.101932 -0.2 0.2 0.0
H -1.401855 -8.502891 14.246674 0.8 -0.3 0.0
H -1.799042 -9.076406 15.700846 0.2 -0.4 0.3
C -3.744163 -12.273443 18.636853 -0.7 -0.5 -0.6
C -2.631114 -11.980305 19.619395 0.3 -1.2 -1.4
C -1.273030 -12.593874 19.097065 -1.7 1.4 1.5
O -0.348225 -12.239241 20.095096 -0.6 0.3 -0.2
C 0.950730 -12.518419 19.715675 1.2 0.1 0.8
N -2.558091 -10.543794 19.691163 0.8 2.2 0.6
H -3.757737 -11.586703 17.790503 0.6 0.1 -0.2
H -4.725031 -12.084481 19.073078 -0.1 -0.5 0.3
H -3.685201 -13.262459 18.182452 -0.3 -0.2 0.3
H -2.877897 -12.399375 20.594889 0.3 0.0 0.0
H -1.035898 -12.117470 18.145799 0.1 -0.1 -0.2
H -1.376149 -13.674037 18.993541 0.1 -0.1 -0.1
H 1.326412 -11.895556 18.903884 -0.3 -0.3 -0.7
H 1.049297 -13.592845 19.560830 0.5 0.0 -0.4
H 1.589101 -12.197224 20.538737 0.0 -0.4 0.3
H -3.453317 -10.162523 19.961919 -0.5 -0.3 0.6
H -2.545713 -10.180945 18.748682 0.4 -0.2 -0.8
C -5.074626 -7.174402 18.941412 -0.4 0.7 0.5
C -4.580928 -5.715073 18.917923 0.5 0.0 1.2
C -4.692317 -4.921334 20.261067 -1.5 0.6 -1.1
O -4.269560 -3.544488 20.072409 0.1 -0.6 1.0
C -4.578371 -2.668401 21.204670 0.7 -0.2 -0.2
N -3.132300 -5.732542 18.580219 -0.7 0.7 0.0
H -4.841594 -7.750289 18.045783 -0.1 0.5 -0.1
H -6.149909 -7.214969 19.115252 0.0 0.0 0.0
H -4.604539 -7.718700 19.760467 0.1 -0.1 0.4
H -5.139158 -5.129014 18.187852 0.1 0.0 -0.2
H -4.197181 -5.439344 21.082410 0.3 0.1 0.2
H -5.762938 -4.851815 20.453569 -0.2 -0.4 0.5
H -3.936211 -1.789841 21.142617 -0.1 0.0 -0.6
H -4.303093 -3.071485 22.179270 0.0 -0.7 -0.1
H -5.615302 -2.339924 21.275240 -0.1 -0.3 -0.5
H -3.162470 -5.834877 17.575870 0.7 -0.3 -1.0
H -2.891883 -4.757091 18.684078 0.6 0.5 0.1
C -4.768659 -6.048242 14.577072 0.4 0.3 -0.2
C -3.430704 -6.819097 14.482963 -1.4 0.3 0.3
C -2.675467 -6.581549 13.202324 0.0 0.3 -1.0
O -1.501254 -7.383297 13.121877 -0.6 1.3 -1.1
C -1.015775 -7.548213 11.780467 0.2 0.0 0.7
N -2.641562 -6.438437 15.653286 0.2 0.5 -0.6
H -5.650612 -6.576147 14.214331 0.2 0.0 -0.4
H -4.623856 -5.083750 14.090375 -0.4 0.1 -0.2
H -4.974785 -5.815693 15.621841 0.1 -0.1 0.1
H -3.721329 -7.868981 14.520192 0.4 -0.4 0.0
H -2.388653 -5.540301 13.055220 0.1 0.4 0.5
H -3.293238 -6.758698 12.321941 -0.4 -0.5 0.0
H -1.587862 -8.315940 11.259499 0.2 -0.3 0.1
H 0.029852 -7.802141 11.954464 -0.1 -0.3 -0.6
H -1.067097 -6.652265 11.161809 0.0 0.4 0.3
H -1.686597 -6.374955 15.330643 0.4 -0.1 0.3
H -2.702074 -7.232066 16.275054 0.5 -0.3 0.3